1.
Computed, not measured: a 8-piece molecular cluster, C11H39N15O8 overall at a distorted geometry, with ωB97M-V with the def2-TZVPD basis set.

Cartesian coordinates (Å):
1 N 0.22 4.49 2.54
2 H -0.18 2.44 -3.38
3 H 3.77 2.01 1.80
4 O -0.99 1.41 -1.50
5 H -0.07 -4.47 -2.64
6 N -0.25 -0.61 -0.84
7 O -5.20 1.14 1.92
8 C 2.65 -0.43 1.46
9 N 1.39 -2.36 2.31
10 C 3.29 -2.96 0.84
11 H 2.01 -0.15 0.62
12 C -1.02 0.44 -0.76
13 H -3.39 -1.93 4.12
14 C -0.22 -4.01 -0.72
15 N -2.17 1.62 -4.34
16 H 0.50 -5.49 0.38
17 N -3.74 2.37 0.76
18 N -4.14 -2.21 3.50
19 N 4.13 0.43 -2.40
20 C -1.27 2.26 -5.04
21 O -1.42 2.49 -6.22
22 N 3.07 1.25 -4.13
23 C 2.99 0.63 -2.97
24 C 0.51 3.32 2.05
25 H -0.97 -3.01 -2.27
26 H -0.57 -1.49 -0.46
27 C 4.02 1.40 0.93
28 H 2.61 -3.60 0.27
29 N 0.41 -5.12 -0.55
30 H 3.93 -3.68 1.34
31 H -2.53 0.95 0.54
32 C 2.69 -1.97 1.84
33 H 5.00 0.67 -2.85
34 H 4.10 -2.54 0.24
35 C -4.42 2.08 1.81
36 N -0.44 2.89 1.18
37 H -5.11 -2.20 3.81
38 N -4.13 2.98 2.74
39 H 4.20 0.00 -1.48
40 H -1.17 3.59 1.20
41 H 0.45 -0.55 -1.57
42 H -3.04 1.26 -4.71
43 H -3.38 3.63 2.57
44 H 0.51 2.95 -4.90
45 O -4.56 -3.25 1.56
46 H 0.91 -2.47 1.44
47 H -3.21 3.23 0.76
48 H 3.36 1.84 0.19
49 H -4.52 2.75 3.64
50 H -2.01 1.58 -3.34
51 H -2.26 -2.88 1.17
52 H 0.86 -5.58 -1.33
53 O 4.00 0.10 1.26
54 N -2.57 -2.56 2.08
55 H 3.30 -1.99 2.74
56 H -0.37 2.09 0.57
57 H -2.04 -1.89 2.62
58 H 2.19 1.61 -4.47
59 O 1.95 0.40 -2.38
60 H 0.92 4.78 3.21
61 N -0.37 -3.77 -1.98
62 O -0.59 -3.29 0.24
63 H 2.42 0.13 2.37
64 N -1.78 0.29 0.36
65 H 5.00 1.73 0.57
66 C -3.82 -2.75 2.32
67 H -1.62 -0.44 1.04
68 H -0.49 5.11 2.17
69 H -4.03 1.86 -0.06
70 O 1.42 2.63 2.36
71 H 3.97 1.64 -4.37
72 H 1.54 -3.31 2.62
73 N -0.24 2.51 -4.38

Output
charge: -1
LUMO (alpha / beta): 1.74 / 1.66 eV
orbital gap (alpha / beta): 1.5141 / 7.8334 eV
spin multiplicity: 2
DFT total energy: -1865.912242 Ha
expectation value of S²: 0.750

These are the Löwdin partial charges, in e, on atoms 1 to 8:
1. N 0.11
2. H 0.10
3. H 0.07
4. O -0.01
5. H 0.12
6. N 0.18
7. O 0.01
8. C -0.10

2.
Computed, not measured: C11H40AgF2NO15S2 as an isolated structure at a distorted geometry, with ωB97M-V with the def2-TZVPD basis set.

Cartesian coordinates (Å):
1 C 9.93 -20.51 24.44
2 H 5.10 -21.88 19.49
3 H 4.60 -23.80 21.61
4 C 9.91 -25.04 22.10
5 S 0.68 -23.99 20.21
6 H 6.46 -26.12 21.62
7 C 1.10 -23.75 24.70
8 H 10.33 -21.52 24.58
9 N 0.79 -22.28 20.09
10 O 5.61 -27.62 22.86
11 H 0.49 -24.52 25.17
12 S -0.21 -22.35 18.95
13 C 4.94 -23.41 22.57
14 H 8.75 -20.12 20.37
15 O 4.08 -26.34 24.77
16 O 2.48 -24.06 24.82
17 H 2.77 -22.65 18.22
18 C 3.85 -22.71 18.35
19 H 8.65 -24.60 18.55
20 O 7.08 -22.22 23.42
21 H 5.51 -25.67 26.09
22 H 8.51 -21.03 23.23
23 H 7.63 -23.06 25.19
24 H 4.00 -26.20 26.90
25 H 7.00 -24.22 22.88
26 H 1.03 -22.72 25.04
27 O 6.98 -20.94 19.52
28 C 7.66 -24.82 18.95
29 O 9.19 -20.35 23.24
30 O 8.17 -23.26 25.96
31 H 4.65 -24.30 23.14
32 H 0.86 -23.64 23.64
33 H 3.02 -23.52 24.25
34 H 8.64 -24.76 24.66
35 H 8.51 -21.87 20.66
36 O 1.47 -24.78 19.23
37 C 8.39 -21.05 19.95
38 H 6.90 -23.05 21.60
39 H 8.24 -25.26 26.37
40 C 5.68 -26.89 21.66
41 H 6.96 -22.97 19.26
42 O 0.22 -22.87 17.66
43 C 4.68 -26.37 26.06
44 H 10.09 -25.59 21.18
45 Ag 5.49 -20.65 23.85
46 H 4.34 -22.63 17.38
47 F -0.15 -20.75 18.61
48 H 7.36 -25.70 18.38
49 H 9.01 -23.34 22.26
50 O 6.73 -23.74 18.74
51 H 10.74 -25.18 22.79
52 H 5.14 -27.06 23.48
53 H 9.05 -21.32 19.12
54 H 10.84 -19.95 24.26
55 H 5.96 -27.61 20.89
56 O 9.75 -23.68 21.77
57 H 9.04 -25.53 22.54
58 O 4.21 -21.63 19.23
59 C 6.56 -23.26 22.61
60 H 5.13 -27.35 26.20
61 O -0.47 -24.57 20.90
62 H 9.80 -24.59 25.88
63 C 8.72 -24.53 25.72
64 O -1.63 -22.45 19.23
65 H 6.50 -20.47 20.20
66 F 1.78 -23.97 21.37
67 H 4.74 -26.44 21.33
68 H 4.14 -23.66 18.80
69 H 3.60 -25.51 24.76
70 H 7.75 -25.16 19.98
71 O 4.07 -22.35 22.90
72 H 9.28 -20.28 25.29

Output
charge: -1
LUMO (alpha / beta): 0.07 / -1.03 eV
orbital gap (alpha / beta): 6.9091 / 5.8076 eV
spin multiplicity: 2
DFT total energy: -2769.251285 Ha
expectation value of S²: 0.755

These are the Löwdin partial charges, in e, on atoms 1 to 8:
1. C -0.15
2. H 0.00
3. H 0.13
4. C -0.17
5. S 0.58
6. H 0.04
7. C -0.10
8. H 0.07

3.
Computed, not measured: C11H40F2InNO15S2 as an isolated structure at a distorted geometry, with ωB97M-V with the def2-TZVPD basis set.

Cartesian coordinates (Å):
1 F -27.70 -12.33 30.44
2 H -30.31 -9.74 31.12
3 O -25.11 -14.05 31.59
4 C -28.56 -10.06 24.84
5 C -27.93 -8.17 28.18
6 O -21.52 -18.25 28.18
7 C -20.83 -11.62 28.18
8 O -28.30 -11.36 28.41
9 H -22.78 -11.45 33.39
10 H -30.97 -14.47 27.24
11 O -29.06 -7.30 27.90
12 H -23.41 -10.21 31.33
13 C -25.80 -13.81 32.84
14 O -26.17 -10.70 29.44
15 H -28.21 -8.71 29.08
16 H -27.72 -8.82 27.32
17 H -30.59 -10.39 29.43
18 H -24.59 -13.30 31.29
19 H -20.02 -11.03 27.74
20 In -26.71 -15.80 29.62
21 S -25.38 -12.60 27.72
22 S -27.09 -11.78 29.07
23 O -29.72 -15.20 28.85
24 C -23.86 -11.33 23.83
25 N -26.57 -13.17 28.73
26 H -23.90 -11.30 24.92
27 H -22.24 -15.24 27.78
28 H -31.91 -9.97 30.39
29 H -28.10 -9.15 25.24
30 H -24.33 -10.15 32.79
31 H -23.14 -12.14 23.73
32 O -21.81 -10.85 28.83
33 H -29.10 -10.30 25.75
34 O -24.19 -18.02 25.62
35 H -29.76 -7.53 28.51
36 H -24.24 -18.42 24.75
37 H -31.73 -8.28 29.29
38 C -24.04 -10.82 31.98
39 O -27.59 -11.02 24.45
40 H -25.83 -11.22 23.56
41 C -30.52 -14.25 28.21
42 H -24.45 -16.11 25.95
43 O -23.90 -16.32 28.60
44 O -24.09 -12.33 28.31
45 H -26.55 -14.55 33.11
46 H -23.44 -10.37 23.53
47 H -21.33 -17.32 29.85
48 F -25.03 -14.06 27.03
49 H -27.06 -11.25 25.22
50 O -25.10 -11.77 23.26
51 C -23.89 -16.75 25.28
52 H -31.34 -13.83 28.79
53 C -30.88 -9.67 30.20
54 H -24.00 -16.45 24.23
55 H -29.84 -13.40 28.11
56 H -20.36 -16.79 28.56
57 H -21.31 -12.18 27.38
58 C -21.40 -17.01 28.81
59 H -25.04 -11.11 31.64
60 H -20.25 -12.31 28.80
61 H -26.27 -12.84 32.70
62 H -30.33 -15.87 29.15
63 O -30.82 -8.47 29.50
64 H -22.49 -15.26 29.51
65 C -22.49 -15.89 28.62
66 H -22.57 -11.43 28.82
67 O -23.32 -11.81 32.68
68 H -25.06 -13.69 33.63
69 H -29.23 -9.75 24.04
70 H -27.12 -7.46 28.34
71 H -22.83 -16.63 25.51
72 O -25.84 -11.80 26.57

Output
LUMO: -4.85 eV
orbital gap: 4.1300 eV
spin multiplicity: 1
DFT total energy: -2812.164074 Ha

These are the Löwdin partial charges, in e, on atoms 1 to 8:
1. F -0.20
2. H 0.09
3. O -0.23
4. C -0.14
5. C -0.12
6. O 0.03
7. C -0.18
8. O -0.27

4.
Computed, not measured: a 10-piece molecular cluster, C11H43N11O11 overall at a distorted geometry, with ωB97M-V with the def2-TZVPD basis set.

Cartesian coordinates (Å):
1 H -11.13 17.29 -1.17
2 N -14.26 12.87 -0.73
3 H -16.24 21.66 -4.65
4 H -12.49 12.57 -3.18
5 O -10.58 16.91 -4.20
6 H -11.68 8.74 -6.93
7 H -14.58 15.22 -3.59
8 H -10.90 14.75 -3.17
9 H -15.14 21.97 -3.48
10 H -10.29 9.86 -6.55
11 H -16.55 19.32 -3.25
12 H -16.07 14.91 -7.55
13 N -17.20 12.20 -8.04
14 O -15.11 11.48 -4.26
15 H -17.18 22.99 -2.47
16 H -13.35 14.81 -7.71
17 H -17.21 21.33 -1.86
18 N -11.57 15.60 -6.42
19 H -14.27 13.32 0.18
20 C -16.44 13.07 -7.43
21 O -14.20 16.92 -8.35
22 H -14.61 15.76 -1.83
23 C -14.25 17.93 -3.51
24 H -12.68 15.40 -10.39
25 H -17.17 14.32 -8.83
26 H -10.83 11.56 -5.88
27 H -14.11 12.02 -2.90
28 H -13.99 19.81 -4.54
29 O -18.47 21.66 -3.38
30 H -19.67 22.12 -1.63
31 N -13.39 14.30 -6.84
32 N -11.73 11.32 -5.51
33 O -15.71 12.88 -6.47
34 H -13.65 17.41 -4.26
35 H -11.00 18.54 -2.43
36 H -14.46 10.89 -4.65
37 H -10.38 19.62 -6.05
38 H -15.25 18.96 -5.12
39 O -12.38 14.09 -4.89
40 H -11.45 16.20 -10.05
41 H -12.34 12.06 -5.20
42 H -14.12 17.86 -8.49
43 C -13.11 12.90 -1.35
44 C -12.22 10.24 -5.95
45 C -12.42 14.62 -6.02
46 H -10.69 18.18 -5.71
47 O -15.40 17.13 -3.14
48 C -17.19 21.94 -2.77
49 C -10.89 16.70 -3.07
50 C -14.81 19.20 -4.15
51 H -11.59 16.11 -7.29
52 H -15.94 15.00 -2.70
53 H -15.05 12.34 -1.07
54 H -11.05 16.04 -5.67
55 N -11.00 17.57 -2.14
56 N -16.74 14.25 -7.92
57 N -11.14 15.55 -2.61
58 H -11.53 15.33 -1.71
59 H -17.03 11.21 -7.92
60 H -13.68 18.20 -2.63
61 O -10.70 18.80 -6.43
62 N -15.76 19.93 -3.34
63 N -11.24 9.53 -6.47
64 O -12.28 15.90 -9.69
65 N -13.21 12.30 -2.52
66 H -17.68 12.59 -8.84
67 H -15.19 12.20 -4.90
68 O -13.39 9.90 -5.87
69 O -12.09 13.44 -1.00
70 H -20.38 21.25 -2.87
71 H -14.17 13.68 -6.71
72 C -15.12 15.72 -2.79
73 H -13.52 16.53 -8.90
74 C -16.04 21.38 -3.62
75 H -20.01 23.08 -3.00
76 C -19.69 22.08 -2.71

Output
structure (SMILES): COCCNCCOC.NC(N)=O.NC(N)=O.NC(N)=O.NC(N)=O.NC(N)=O.O.O.O.O
LUMO: -0.18 eV
orbital gap: 7.9299 eV
spin multiplicity: 1
DFT total energy: -1874.947760 Ha

These are the Löwdin partial charges, in e, on atoms 1 to 8:
1. H 0.13
2. N 0.17
3. H 0.11
4. H 0.07
5. O 0.03
6. H 0.12
7. H 0.07
8. H 0.11

What did the third record say?
Computed, not measured: C11H40F2InNO15S2 as an isolated structure at a distorted geometry, with ωB97M-V with the def2-TZVPD basis set.

Cartesian coordinates (Å):
1 F -27.70 -12.33 30.44
2 H -30.31 -9.74 31.12
3 O -25.11 -14.05 31.59
4 C -28.56 -10.06 24.84
5 C -27.93 -8.17 28.18
6 O -21.52 -18.25 28.18
7 C -20.83 -11.62 28.18
8 O -28.30 -11.36 28.41
9 H -22.78 -11.45 33.39
10 H -30.97 -14.47 27.24
11 O -29.06 -7.30 27.90
12 H -23.41 -10.21 31.33
13 C -25.80 -13.81 32.84
14 O -26.17 -10.70 29.44
15 H -28.21 -8.71 29.08
16 H -27.72 -8.82 27.32
17 H -30.59 -10.39 29.43
18 H -24.59 -13.30 31.29
19 H -20.02 -11.03 27.74
20 In -26.71 -15.80 29.62
21 S -25.38 -12.60 27.72
22 S -27.09 -11.78 29.07
23 O -29.72 -15.20 28.85
24 C -23.86 -11.33 23.83
25 N -26.57 -13.17 28.73
26 H -23.90 -11.30 24.92
27 H -22.24 -15.24 27.78
28 H -31.91 -9.97 30.39
29 H -28.10 -9.15 25.24
30 H -24.33 -10.15 32.79
31 H -23.14 -12.14 23.73
32 O -21.81 -10.85 28.83
33 H -29.10 -10.30 25.75
34 O -24.19 -18.02 25.62
35 H -29.76 -7.53 28.51
36 H -24.24 -18.42 24.75
37 H -31.73 -8.28 29.29
38 C -24.04 -10.82 31.98
39 O -27.59 -11.02 24.45
40 H -25.83 -11.22 23.56
41 C -30.52 -14.25 28.21
42 H -24.45 -16.11 25.95
43 O -23.90 -16.32 28.60
44 O -24.09 -12.33 28.31
45 H -26.55 -14.55 33.11
46 H -23.44 -10.37 23.53
47 H -21.33 -17.32 29.85
48 F -25.03 -14.06 27.03
49 H -27.06 -11.25 25.22
50 O -25.10 -11.77 23.26
51 C -23.89 -16.75 25.28
52 H -31.34 -13.83 28.79
53 C -30.88 -9.67 30.20
54 H -24.00 -16.45 24.23
55 H -29.84 -13.40 28.11
56 H -20.36 -16.79 28.56
57 H -21.31 -12.18 27.38
58 C -21.40 -17.01 28.81
59 H -25.04 -11.11 31.64
60 H -20.25 -12.31 28.80
61 H -26.27 -12.84 32.70
62 H -30.33 -15.87 29.15
63 O -30.82 -8.47 29.50
64 H -22.49 -15.26 29.51
65 C -22.49 -15.89 28.62
66 H -22.57 -11.43 28.82
67 O -23.32 -11.81 32.68
68 H -25.06 -13.69 33.63
69 H -29.23 -9.75 24.04
70 H -27.12 -7.46 28.34
71 H -22.83 -16.63 25.51
72 O -25.84 -11.80 26.57

Output
LUMO: -4.85 eV
orbital gap: 4.1300 eV
spin multiplicity: 1
DFT total energy: -2812.164074 Ha

These are the Löwdin partial charges, in e, on atoms 1 to 8:
1. F -0.20
2. H 0.09
3. O -0.23
4. C -0.14
5. C -0.12
6. O 0.03
7. C -0.18
8. O -0.27